{
  "formula": "C45H63BClGeN2O2P2RuTe",
  "method": "ωB97M-V/def2-TZVPD",
  "e_above_lowest_kcal_mol": 99.2,
  "spin_multiplicity": 5,
  "total_charge": -1,
  "orbital_gap_ha": [0.1325, 0.2232],
  "mol_weight_g_mol": 1073.50,
  "symbols": ["H", "H", "H", "C", "H", "Cl", "C", "H", "H", "C", "H", "H", "C", "H", "H", "H", "C", "C", "C", "C", "H", "H", "C", "H", "H", "H", "H", "H", "H", "H", "C", "H", "C", "H", "H", "H", "H", "C", "C", "H", "H", "C", "H", "H", "C", "H", "C", "H", "H", "H", "H", "C", "C", "H", "C", "H", "H", "H", "C", "H", "N", "H", "H", "C", "C", "H", "H", "H", "H", "H", "C", "H", "C", "H", "H", "N", "C", "P", "C", "C", "C", "H", "C", "H", "C", "B", "C", "H", "H", "H", "Ge", "H", "H", "P", "O", "H", "C", "H", "C", "H", "H", "C", "C", "C", "C", "C", "O", "C", "H", "C", "C", "C", "H", "H", "C", "Ru", "C", "Te", "C"],
  "coordinates": [[-4.523, 1.304, -1.276], [-3.772, 4.194, -4.835], [-3.965, -2.265, 2.523], [-1.594, 1.618, -5.253], [-4.316, 2.891, -2.746], [1.636, -2.822, -0.039], [-4.963, -1.410, -2.579], [-0.871, 1.249, -5.966], [-2.384, -1.483, 2.408], [5.574, 5.426, 3.556], [7.579, 5.407, 2.750], [-0.254, -4.594, -5.781], [-3.324, 3.190, -4.630], [2.972, -0.497, -1.925], [2.430, 0.473, -3.313], [-6.106, 0.811, 2.064], [2.975, -0.847, 4.222], [2.811, -1.647, -5.266], [0.291, -3.696, -5.379], [-3.361, 1.170, 2.175], [-5.585, -0.001, 3.543], [7.842, 2.958, 3.151], [-3.424, -1.352, 2.717], [-2.190, -2.825, -4.372], [-0.176, -5.623, -3.454], [-2.014, -4.424, -3.765], [-3.350, 1.527, 3.222], [-1.184, 1.620, 6.708], [-7.303, -1.418, -0.327], [-5.524, -3.339, 0.275], [2.594, -1.706, -3.707], [0.649, 0.034, -4.743], [1.932, 2.321, 5.435], [1.443, -4.929, -3.173], [2.172, -0.601, 4.935], [0.979, 2.897, 2.620], [3.364, 3.554, 6.339], [2.350, 3.229, 6.419], [-3.566, 2.522, -3.456], [3.553, -2.874, -2.078], [1.794, 4.402, 8.113], [6.871, 3.446, 3.303], [3.049, 1.466, 0.700], [-6.219, -3.538, -1.337], [4.856, -1.497, 2.298], [-7.022, -0.398, -1.730], [5.768, 2.676, 3.766], [3.047, -3.821, -3.491], [3.552, 5.206, 4.241], [-4.543, -3.617, -1.192], [-1.859, -3.061, -2.631], [3.485, 0.179, 3.415], [-1.807, 0.973, -4.030], [-2.097, 3.305, -6.422], [-5.568, -0.081, 2.415], [-4.030, -1.907, -2.837], [5.646, -1.753, 1.589], [2.968, -2.647, -5.635], [2.004, 2.731, 2.257], [3.722, -1.030, -5.395], [-1.001, 0.012, -3.450], [-0.616, -1.166, -5.115], [4.477, -2.729, -3.608], [-0.176, 2.045, 6.605], [0.686, 1.684, 5.568], [-5.727, -1.871, -3.208], [-3.160, 1.606, -0.200], [2.055, -1.097, -5.840], [-0.413, 3.187, 8.419], [0.386, 0.883, 4.871], [-2.740, 1.402, -3.139], [-4.836, -0.362, -2.859], [-2.346, 2.749, -5.535], [-6.507, 0.148, -0.148], [-3.908, 1.954, 1.611], [-2.611, 0.666, -1.953], [-0.092, -3.518, -3.909], [-3.987, -0.658, 0.051], [-3.580, 0.867, -0.909], [4.497, 4.674, 3.986], [-0.065, -0.718, -4.299], [4.084, -0.150, -3.331], [3.058, -0.371, -3.024], [5.494, 6.524, 3.534], [2.084, 1.947, 0.970], [-1.400, -0.205, -2.015], [4.423, -2.480, 3.191], [5.940, 1.652, 3.952], [0.133, -2.881, -6.066], [-3.536, -1.142, 3.792], [2.989, 2.051, 3.800], [4.939, -3.433, 3.207], [3.060, -2.930, 4.794], [0.779, -2.014, -3.205], [0.228, 0.416, 1.679], [1.339, -3.947, -5.461], [0.977, 0.784, 0.772], [-6.162, -0.953, 2.164], [4.420, -0.189, 2.442], [4.841, 0.582, 1.809], [0.110, -4.619, -2.013], [-4.080, -0.211, 1.905], [6.756, 4.830, 3.161], [-5.265, -1.524, -1.038], [3.487, -2.880, -3.180], [0.366, -4.725, -3.075], [1.022, 0.425, -0.516], [-6.578, -0.746, -0.809], [-2.303, 1.161, 1.894], [3.474, -2.159, 4.139], [0.248, 2.991, 7.540], [-1.618, -3.401, -3.660], [1.871, 2.596, 0.136], [2.470, 3.726, 2.106], [-5.393, -3.126, -0.794], [0.251, -1.204, -1.182], [1.456, 3.654, 7.410], [-1.885, -2.143, -0.329], [4.568, 3.254, 3.969]],
  "mulliken_charge": [0.3134, 0.2657, 0.3100, -0.6490, 0.3602, -0.6646, -1.9596, 0.4736, 0.1560, -0.4779, 0.3808, 0.4368, -0.8297, 0.0516, 0.2656, 0.3484, -0.2109, -1.7907, -1.7471, -1.8847, 0.4366, 0.3599, -1.7077, 0.3004, 0.5072, 0.7553, 0.4159, 0.3738, 0.4410, 0.3031, 1.8965, 0.6637, -0.1080, 0.3089, 0.1328, 0.4594, 0.4770, -0.3766, -0.7431, 0.1679, 0.3558, -0.5188, -0.0635, 0.5370, -0.7600, 0.3462, -0.5281, 0.3230, 0.3562, 0.3456, -0.6671, 0.0221, 0.5702, 0.3933, -1.7845, 0.0616, 0.3810, 0.4344, -1.0954, 0.5747, 1.0367, 0.6822, 0.5146, -0.8732, 0.0601, 0.6464, 0.5260, 0.2108, 0.3010, 0.2636, 0.0679, 0.4368, -0.7315, 0.2668, 0.3540, 0.3777, 1.9703, -0.3865, -1.1305, -0.2565, -1.9767, 0.6636, -1.5704, 0.3407, -0.9493, 0.9787, -0.5226, 0.5868, 0.2333, 0.4999, 1.4790, 0.3790, 0.3501, 1.3031, -0.3807, 0.3554, 0.1281, 0.3569, 0.0713, 0.4430, 0.2224, 2.4823, -0.5145, 2.3957, -1.5914, -1.5456, -0.4274, -1.6952, 0.2816, -0.6358, -0.2313, -1.1558, 0.7432, 0.5574, -1.6935, -0.6886, -0.8037, -1.1382, -0.1635]
}



{
  "formula": "C45H63GaGeN2O3SSbSi3",
  "method": "ωB97M-V/def2-TZVPD",
  "e_above_lowest_kcal_mol": 9.5,
  "spin_multiplicity": 1,
  "total_charge": 1,
  "orbital_gap_ha": 0.3138,
  "mol_weight_g_mol": 1060.43,
  "symbols": ["C", "H", "H", "H", "H", "C", "C", "H", "H", "S", "H", "H", "H", "H", "N", "H", "H", "H", "Si", "C", "C", "C", "C", "H", "H", "Si", "C", "C", "H", "C", "H", "C", "O", "H", "H", "H", "H", "H", "H", "H", "C", "H", "H", "C", "C", "Sb", "C", "C", "H", "H", "Ga", "C", "C", "H", "H", "H", "C", "H", "H", "C", "C", "H", "H", "C", "H", "H", "H", "C", "C", "C", "H", "O", "C", "H", "C", "H", "H", "O", "H", "Si", "H", "C", "C", "C", "H", "C", "H", "C", "C", "H", "H", "H", "H", "H", "H", "C", "N", "C", "C", "C", "C", "H", "H", "H", "H", "H", "H", "H", "H", "C", "Ge", "C", "C", "H", "C", "H", "C", "C", "C", "H"],
  "coordinates": [[5.637, -1.420, -1.028], [-2.647, -0.926, 2.298], [0.397, -4.180, -2.322], [-4.932, -1.013, -1.846], [-4.971, 0.673, -0.177], [-2.464, 3.038, 1.334], [0.286, -1.460, -4.181], [-0.218, 1.241, 2.892], [-2.311, 4.653, 4.336], [2.215, 2.030, 0.395], [2.255, -2.845, -1.425], [6.714, -0.177, -2.413], [-2.698, -3.626, 0.697], [7.046, -3.675, 1.046], [-0.013, -0.341, -2.106], [1.831, 4.240, 1.063], [-5.952, 1.037, 1.240], [-6.868, 3.674, 1.786], [-5.114, 3.132, 0.209], [-4.721, -1.730, -1.052], [-5.976, 4.033, -1.191], [-3.195, 3.231, 0.022], [0.774, -0.760, -3.095], [-3.694, 0.369, 1.713], [2.627, -5.588, 1.846], [-2.651, 4.987, -0.609], [2.128, -5.251, 0.948], [-1.893, -1.323, -3.185], [5.138, -5.660, 5.146], [0.878, -4.479, -1.400], [5.499, -0.615, -0.313], [1.922, -3.725, -0.888], [0.042, -0.726, 1.771], [1.991, -2.253, 2.894], [3.537, 3.959, 0.622], [-4.380, -1.209, 2.109], [7.582, -5.688, 4.778], [1.829, -0.529, -3.005], [-0.628, 5.295, 0.802], [-1.996, -3.348, -0.896], [-2.086, 3.924, 3.568], [-4.605, -2.715, -1.510], [-4.276, 2.470, -3.501], [5.361, -3.713, -1.671], [2.499, 3.784, 0.336], [-2.369, 2.008, -1.631], [5.556, -5.222, 4.250], [6.928, -5.238, 4.043], [8.529, -4.691, 2.726], [-1.492, -2.295, -5.051], [-0.403, 0.321, 0.120], [-2.890, 5.177, -2.461], [-0.925, 2.042, 2.748], [3.856, -0.549, 1.158], [-5.792, 5.107, -1.184], [-2.953, -1.541, -3.187], [6.620, -4.100, 1.948], [4.984, -4.710, -1.475], [-6.618, 1.260, -0.377], [1.263, -0.927, 1.417], [7.460, -4.676, 2.891], [6.214, -4.269, -3.557], [-7.052, 3.888, -1.061], [-3.506, 6.437, 0.224], [-0.357, -6.216, -1.136], [-3.887, 0.748, -3.423], [-5.600, -1.771, -0.406], [-2.727, 3.971, 2.355], [-4.117, 1.631, -2.826], [3.179, 1.521, -1.011], [2.741, 1.972, -1.901], [1.558, -0.642, 0.235], [6.326, -1.167, -2.209], [-3.373, 7.313, -0.415], [-1.075, -1.743, -4.218], [0.951, -1.785, -4.968], [3.133, 0.435, -1.055], [0.753, 1.916, -0.070], [-0.614, 2.819, 4.709], [-3.173, -1.318, -0.063], [-5.662, 4.950, 1.881], [2.564, -4.097, 0.296], [-5.712, 1.359, 0.225], [4.719, -4.644, 3.305], [4.452, -1.327, 2.622], [-3.515, -0.705, 1.672], [-4.576, 6.302, 0.363], [0.454, -5.623, -0.734], [-0.818, 5.142, -0.263], [-5.384, 3.400, 2.689], [3.652, -4.633, 3.494], [2.246, -0.559, 3.200], [-0.294, 4.238, -0.580], [-2.715, 6.226, -2.712], [-3.062, 6.674, 1.192], [1.077, -6.006, 0.441], [-1.549, 2.070, 1.551], [6.530, -2.192, -3.121], [-2.049, -0.072, -0.925], [-1.329, -0.615, -2.123], [-2.175, -2.892, 0.078], [-2.177, 4.586, -3.039], [-3.894, 4.927, -2.798], [-3.446, 4.748, 2.167], [-5.717, 3.650, -2.176], [-1.203, -2.705, 0.544], [-5.013, 1.451, -2.241], [7.068, -1.999, -4.040], [4.209, 1.846, -0.863], [-1.150, 2.924, 3.776], [4.133, -3.088, 0.875], [5.144, -2.692, -0.743], [5.237, -4.079, 2.138], [0.757, -6.902, 0.958], [6.050, -3.466, -2.850], [-0.405, 5.994, -0.809], [-5.792, 3.871, 1.794], [3.713, -1.402, 1.824], [2.310, -1.322, 2.416], [2.292, 4.164, -0.663]],
  "mulliken_charge": [-0.4250, 0.2369, 0.3908, 0.3173, -0.5556, -1.8701, -1.1026, 0.6922, 0.4850, 0.5930, 0.2804, 0.4244, 0.6074, 0.3407, 1.0705, 0.3274, 0.4580, 0.4510, 0.2897, -1.4776, -1.1446, 2.5822, -0.4950, -0.3454, 0.1924, 0.7355, -0.2006, -0.9659, 0.4022, -0.5994, 0.4100, 0.0914, -0.6471, 0.3824, 0.5083, 0.5479, 0.3906, 0.3696, 0.3117, 0.2125, -1.3738, 0.3818, 0.4894, -0.2501, -1.1520, 0.2250, -0.8826, -0.4751, 0.4067, 0.4840, -1.3416, -1.2738, -0.6280, 0.0365, 0.3223, 0.5008, -0.4285, 0.4499, 0.5504, 1.0624, -0.7347, 0.4121, 0.4670, -1.1790, 0.4282, 0.4711, 0.4674, -1.0255, -1.4053, -0.4752, 0.5557, -0.4994, -0.7355, 0.4885, -0.9192, 0.4588, -0.4380, -0.2473, 0.5500, 1.3597, 0.3114, -0.2167, -0.7583, -0.2525, 0.7251, -0.5172, 0.3159, -0.5388, -0.8497, 0.4095, 0.2665, 0.5199, -0.1718, 0.4910, 0.3529, -0.7797, 0.8035, -0.5151, 3.5903, -1.6494, -1.1490, 0.3315, 0.3744, 0.7428, 0.3438, 0.0226, 0.3135, 0.4028, 0.6448, -1.2831, 2.2962, -0.0320, 0.2080, 0.4322, -0.7152, 0.6049, -1.3183, -1.1183, -1.3837, 0.3691]
}